This record from the OMol25 dataset describes the molecule C5H6O2 at a distorted geometry. The level of theory is ωB97M-V/def2-TZVPD.

Summary:
LUMO level (alpha / beta) = 0.0182 / 0.0049 Ha
energy = -344.37962 Eh
ΔE to the lowest compared entry with this formula, charge and spin = 6.049 eV

ORCA input file:
```
! RIJCOSX wB97M-V def2-TZVPD def2/J DEFGRID3
* xyz 0 1
C -0.252 -0.907 0.033
C 1.028 -0.524 0.047
C -1.486 -0.145 -0.285
C 1.607 0.703 -0.047
C -2.260 0.693 0.604
O -1.481 1.218 -0.410
O 2.877 0.750 0.058
H -0.452 -2.030 0.225
H 1.736 -1.334 0.271
H -2.169 -0.741 -0.962
H 1.112 1.645 -0.343
H -3.282 0.835 0.658
H 3.022 -0.165 0.151
*
```

Atom charges from the Mulliken analysis, given in e for atoms 1 to 5:
1 C -0.846
2 C -0.052
3 C 0.306
4 C 0.147
5 C -0.338